[1]
The following is a DFT calculation (the ωB97M-V functional and the def2-TZVPD basis) of a structure of composition C17H20GaN3O.

Each line ends with the Löwdin charge.
Positions of all 42 atoms, in Å:
Ga1 -0.24 -0.52 -0.05  0.568
C1 1.59 0.31 1.89  -0.203
C2 1.74 -1.05 1.49  -0.235
C3 2.20 -1.06 0.13  -0.222
H1 1.72 -1.94 2.12  0.086
C4 2.40 0.30 -0.27  -0.193
C5 2.02 1.13 0.81  -0.201
H2 2.15 2.21 0.85  0.082
H3 1.29 0.68 2.86  0.079
H4 2.52 -1.97 -0.38  0.082
H5 2.91 0.62 -1.17  0.078
C6 -1.99 1.13 1.04  -0.233
C7 -0.92 2.06 1.03  -0.201
C8 -0.59 2.34 -0.33  -0.183
H6 -0.52 2.56 1.90  0.080
C9 -1.43 1.56 -1.16  -0.193
C10 -2.28 0.76 -0.32  -0.234
H7 -3.13 0.16 -0.65  0.079
H8 -2.59 0.86 1.91  0.085
H9 0.11 3.09 -0.70  0.083
H10 -1.57 1.71 -2.23  0.078
O1 0.21 -0.62 -1.80  -0.240
C11 -0.02 0.54 -4.47  -0.423
C12 -0.13 -0.86 -4.10  -0.234
C13 1.29 1.20 -4.47  -0.126
C14 -1.19 1.25 -5.00  -0.153
C15 -0.72 -1.16 -2.70  -0.306
H11 0.87 -1.30 -4.15  0.104
H12 -0.82 -1.33 -4.82  0.086
H13 -1.72 -0.70 -2.58  0.095
H14 -0.79 -2.25 -2.54  0.091
H15 1.82 1.04 -5.42  0.044
H16 1.92 0.81 -3.65  0.064
H17 1.17 2.28 -4.34  0.061
H18 -1.28 1.14 -6.09  0.039
H19 -1.09 2.33 -4.80  0.059
H20 -2.12 0.89 -4.54  0.062
N1 -1.09 -1.45 1.38  0.125
C16 -1.04 -1.49 2.58  -0.320
N2 -1.21 -1.80 3.80  0.069
C17 -0.28 -1.73 4.73  -0.427
N3 0.45 -1.71 5.65  0.045

Calculated values
- net charge = -2
- HOMO (spin up / spin down) (eV) = -0.06 / 2.79
- 2S+1 = 1
- orbital gap (spin up / spin down) (eV) = 5.4775 / 2.5670

[2]
The following is a DFT calculation (the ωB97M-V functional and the def2-TZVPD basis) of a structure of composition C17H20IN5O3Sn.

Each line ends with the natural charge from an NBO analysis.
Positions of all 47 atoms, in Å:
Sn1 0.53 0.73 -0.04  1.346
C1 -2.79 2.75 -2.33  -0.677
C2 -2.14 1.71 -1.46  0.516
O1 -0.95 2.00 -1.06  -0.794
C3 -2.83 0.57 -1.12  -0.484
C4 -2.46 -0.38 -0.14  0.338
C5 -3.50 -1.37 0.30  -0.664
N1 -1.28 -0.40 0.45  -0.522
N2 -1.19 -1.26 1.53  -0.422
C6 -0.12 -1.05 2.24  0.532
O2 0.78 -0.17 1.94  -0.842
C7 0.07 -1.87 3.47  -0.031
C8 -0.70 -3.00 3.71  -0.200
C9 -0.51 -3.74 4.87  -0.218
C10 0.45 -3.35 5.79  -0.209
C11 1.22 -2.22 5.56  -0.218
C12 1.03 -1.48 4.39  -0.208
H1 -2.04 3.25 -2.94  0.227
H2 -3.55 2.31 -2.98  0.220
H3 -3.27 3.50 -1.70  0.231
H4 -3.82 0.45 -1.55  0.215
H5 -4.38 -1.29 -0.33  0.211
H6 -3.10 -2.38 0.27  0.240
H7 -3.78 -1.18 1.33  0.247
H8 -1.44 -3.29 2.98  0.230
H9 -1.11 -4.62 5.05  0.210
H10 0.59 -3.92 6.70  0.210
H11 1.97 -1.91 6.27  0.210
H12 1.63 -0.60 4.19  0.230
I1 -1.83 -0.81 -6.04  0.176
C13 -0.56 -0.46 -4.44  -0.315
C14 0.60 0.28 -4.44  -0.048
N3 1.08 0.23 -3.19  -0.331
N4 0.29 -0.49 -2.37  -0.319
C15 -0.71 -0.92 -3.13  -0.043
H13 1.11 0.81 -5.22  0.232
H14 1.91 0.71 -2.83  0.461
H15 -1.50 -1.52 -2.71  0.229
C16 3.29 3.53 -1.25  -0.722
C17 3.96 2.22 -1.59  0.705
N5 5.15 1.99 -0.98  -0.805
O3 3.47 1.41 -2.35  -0.672
H16 3.99 4.37 -1.31  0.228
H17 2.91 3.48 -0.23  0.246
H18 2.46 3.68 -1.92  0.246
H19 5.51 2.61 -0.28  0.398
H20 5.58 1.09 -1.10  0.409

Calculated values
- net charge = 0
- energy relative to the best compared isomer or geometry (same formula, charge and spin) (kJ/mol) = 53.6
- HOMO (eV) = -7.39
- 2S+1 = 1
- orbital gap (eV) = 7.8111

[3]
The following is a DFT calculation (the ωB97M-V functional and the def2-TZVPD basis) of a structure of composition C17H20IN5O3Sn.

Each line ends with the natural charge from an NBO analysis.
Positions of all 47 atoms, in Å:
Sn1 -0.21 -1.45 0.62  1.422
C1 -4.50 -0.71 2.23  -0.672
C2 -3.24 -0.37 1.46  0.499
O1 -2.34 -1.28 1.45  -0.804
C3 -3.14 0.87 0.87  -0.489
C4 -2.05 1.36 0.12  0.312
C5 -2.22 2.71 -0.52  -0.668
N1 -0.93 0.71 -0.05  -0.490
N2 0.08 1.38 -0.71  -0.457
C6 1.03 0.63 -1.15  0.531
O2 1.05 -0.66 -1.14  -0.827
C7 2.22 1.33 -1.69  -0.025
C8 3.49 0.86 -1.34  -0.200
C9 4.62 1.49 -1.82  -0.220
C10 4.50 2.57 -2.68  -0.216
C11 3.25 3.03 -3.04  -0.220
C12 2.11 2.42 -2.53  -0.197
H1 -4.29 -0.64 3.29  0.223
H2 -4.78 -1.74 2.01  0.226
H3 -5.32 -0.05 1.98  0.211
H4 -3.98 1.54 0.98  0.207
H5 -3.08 3.24 -0.12  0.211
H6 -2.37 2.59 -1.59  0.234
H7 -1.32 3.31 -0.39  0.245
H8 3.56 0.01 -0.68  0.221
H9 5.60 1.14 -1.52  0.209
H10 5.39 3.05 -3.07  0.209
H11 3.16 3.88 -3.70  0.209
H12 1.12 2.77 -2.80  0.221
I1 -0.62 -8.06 -0.91  0.173
C13 -0.70 -6.00 -1.24  -0.288
C14 -0.88 -5.36 -2.45  -0.066
N3 -0.85 -4.04 -2.18  -0.308
N4 -0.66 -3.80 -0.89  -0.281
C15 -0.57 -4.97 -0.29  -0.065
H13 -1.02 -5.76 -3.43  0.232
H14 -0.92 -3.26 -2.82  0.423
H15 -0.41 -5.05 0.76  0.228
C16 0.49 2.03 2.52  -0.730
C17 1.15 0.81 3.07  0.705
N5 1.70 0.92 4.29  -0.796
O3 1.19 -0.26 2.48  -0.677
H16 0.69 2.92 3.11  0.211
H17 -0.58 1.85 2.48  0.256
H18 0.82 2.18 1.49  0.274
H19 1.65 1.76 4.83  0.398
H20 2.13 0.11 4.71  0.406

Calculated values
- net charge = 0
- energy relative to the best compared isomer or geometry (same formula, charge and spin) (kJ/mol) = 110.5
- HOMO (eV) = -7.05
- 2S+1 = 1
- orbital gap (eV) = 7.5196

[4]
The following is a DFT calculation (the ωB97M-V functional and the def2-TZVPD basis) of a structure of composition C17H20IrN5O3S5Sb.

Each line ends with the natural charge from an NBO analysis.
Positions of all 52 atoms, in Å:
Ir1 0.13 -0.17 0.82  0.571
C1 4.94 0.48 0.09  -0.406
N1 4.19 -0.76 -0.04  -0.344
C2 4.70 -2.03 0.19  -0.077
C3 3.67 -2.88 0.12  -0.049
N2 2.52 -2.14 -0.16  -0.373
C4 2.86 -0.82 -0.21  0.261
S1 1.89 0.57 -0.40  0.084
C5 1.25 -2.78 -0.38  0.422
C6 1.25 -4.07 -0.81  -0.440
C7 -0.01 -4.74 -0.75  -0.155
C8 -1.14 -4.11 -0.42  -0.298
C9 -1.15 -2.62 -0.22  0.194
N3 0.17 -2.06 -0.05  -0.672
H1 6.00 0.25 0.03  0.206
H2 4.70 0.96 1.04  0.235
H3 4.66 1.16 -0.71  0.237
H4 5.74 -2.20 0.39  0.230
H5 3.62 -3.95 0.26  0.242
H6 2.15 -4.58 -1.10  0.213
H7 -0.05 -5.80 -0.98  0.211
H8 -2.08 -4.65 -0.38  0.218
H9 -1.28 -1.14 -1.76  0.447
S2 -0.28 4.94 0.70  -0.835
Sb1 -1.30 3.03 1.35  1.373
S3 0.26 1.49 2.42  -0.623
S4 -1.18 1.27 -0.35  -0.488
S5 -3.35 2.97 2.28  -0.846
C10 -4.23 -4.43 3.09  -0.605
C11 -3.06 -3.71 2.41  -0.369
C12 -3.38 -2.70 1.26  -0.292
C13 -4.31 -1.57 1.77  -0.372
C14 -4.60 -0.49 0.73  -0.635
C15 -4.12 -3.36 0.09  0.728
O1 -5.04 -4.13 0.32  -0.611
N4 -3.87 -3.04 -1.22  -0.679
C16 -3.01 -2.15 -1.90  0.801
O2 -3.38 -1.68 -2.96  -0.618
N5 -1.80 -1.91 -1.36  -0.653
C17 -2.01 -2.12 0.96  0.716
O3 -1.60 -1.23 1.69  -0.568
H10 -3.83 -4.99 3.94  0.203
H11 -4.74 -5.11 2.42  0.230
H12 -4.96 -3.72 3.47  0.208
H13 -2.34 -4.45 2.05  0.210
H14 -2.54 -3.11 3.16  0.220
H15 -3.82 -1.12 2.64  0.237
H16 -5.24 -2.04 2.10  0.212
H17 -3.68 -0.06 0.33  0.239
H18 -5.14 0.34 1.20  0.244
H19 -5.21 -0.87 -0.09  0.192
H20 -4.61 -3.36 -1.83  0.426

Calculated values
- net charge = -1
- energy relative to the best compared isomer or geometry (same formula, charge and spin) (kJ/mol) = 310.0
- HOMO (eV) = -4.32
- 2S+1 = 1
- orbital gap (eV) = 6.0072

[5]
The following is a DFT calculation (the ωB97M-V functional and the def2-TZVPD basis) of a structure of composition C17H20MoN5O6S3Te.

Each line ends with the Mulliken spin population.
Positions of all 53 atoms, in Å:
Mo1 1.22 0.35 1.27  1.357
C1 -1.41 4.07 0.06  -0.002
C2 -0.94 2.70 0.50  -0.015
S1 0.68 2.60 1.11  -0.076
C3 -1.69 1.59 0.40  0.040
C4 -3.05 1.53 -0.23  0.000
S2 -1.04 0.06 0.90  -0.078
H1 -0.68 4.83 0.33  -0.001
H2 -2.36 4.33 0.53  0.001
H3 -1.54 4.10 -1.02  0.003
H4 -3.50 2.53 -0.30  0.000
H5 -3.72 0.89 0.34  -0.001
H6 -2.95 1.12 -1.24  -0.004
C5 0.84 -2.48 -2.50  0.008
O1 1.88 -2.94 -1.57  0.000
C6 1.99 -2.22 -0.48  -0.011
O2 1.24 -1.29 -0.21  -0.014
N1 3.03 -2.58 0.31  0.000
N2 3.13 -1.88 1.51  0.011
H7 0.65 -3.33 -3.14  -0.001
H8 1.24 -1.64 -3.07  0.002
H9 -0.05 -2.16 -1.98  -0.001
H10 3.48 -3.47 0.16  0.000
H11 4.05 -1.49 1.65  0.000
H12 2.81 -2.41 2.31  -0.001
S3 0.27 -3.46 2.31  -0.003
C7 -1.27 -3.46 2.90  0.004
N3 -1.51 -3.88 4.19  0.001
C8 -2.72 -3.93 4.77  0.000
C9 -3.80 -3.51 4.08  0.001
C10 -3.54 -3.03 2.76  0.000
N4 -2.38 -3.01 2.20  0.002
H13 -0.69 -4.16 4.70  0.000
H14 -2.76 -4.31 5.78  0.000
H15 -4.80 -3.54 4.50  0.000
H16 -4.36 -2.64 2.16  0.000
Te1 1.54 0.18 3.73  -0.246
O3 4.54 1.49 -0.93  0.010
C11 3.35 1.40 -0.82  -0.021
O4 2.83 0.77 0.24  0.014
C12 2.39 2.01 -1.81  -0.112
C13 2.83 3.13 -2.51  0.181
C14 1.95 3.75 -3.39  -0.093
C15 0.67 3.25 -3.62  0.176
C16 0.26 2.09 -2.95  -0.006
C17 1.13 1.49 -2.03  0.154
N5 -0.97 1.53 -3.20  0.219
O5 -1.28 0.41 -2.62  0.197
O6 -1.79 2.12 -3.99  0.248
H17 3.82 3.52 -2.34  0.012
H18 2.26 4.64 -3.92  -0.004
H19 -0.01 3.72 -4.31  0.028
H20 0.76 0.61 -1.52  0.018

Calculated values
- net charge = -1
- energy relative to the best compared isomer or geometry (same formula, charge and spin) (kJ/mol) = 155.3
- HOMO (spin up / spin down) (eV) = -2.18 / -4.27
- <S²> = 2.0955
- 2S+1 = 3
- orbital gap (spin up / spin down) (eV) = 3.8069 / 5.9287

| no. | strongest force on any atom (eV/A) |
| --- | --- |
| 1 | 3.77 |
| 2 | 0.22 |
| 3 | 1.12 |
| 4 | 0.40 |
| 5 | 0.99 |